Record 1
The following is a DFT calculation (the ωB97M-V functional and the def2-TZVPD basis) of a structure of composition C27H39Br2O4PS4W in a non-equilibrium geometry.

## Properties
LUMO (spin up / spin down) (eV): -10.596 / -10.327
Charge: +3
E_HOMO (spin up / spin down) (eV): -17.052 / -17.169
Multiplicity: 2
<S²>: 0.76
Orbital gap (spin up / spin down) (eV): 6.5 / 6.8

Last column: Löwdin spin population.
Element x y z (Å)
W1 -0.340 0.019 0.106  0.822
Br1 -1.129 -0.102 3.269  0.018
C1 -2.647 1.026 3.802  0.001
Br2 -3.192 2.334 2.531  0.000
H1 -2.313 1.533 4.696  0.000
H2 -3.464 0.346 3.992  0.000
O1 1.715 -0.190 -0.130  0.063
S1 3.136 0.377 0.133  0.007
C2 4.126 -1.121 0.331  0.000
C3 3.361 -2.266 0.991  0.000
C4 2.670 -3.178 -0.027  0.000
C5 1.613 -4.070 0.621  0.000
S2 -0.072 -3.431 0.519  0.000
O2 0.093 -1.884 0.570  0.002
C6 -0.478 -3.863 -1.140  0.000
C7 -1.273 -4.996 -1.269  0.000
C8 -1.585 -5.446 -2.544  0.000
C9 -1.119 -4.763 -3.660  0.000
C10 -0.336 -3.621 -3.513  0.000
C11 -0.006 -3.160 -2.246  0.000
C12 3.206 0.995 1.786  0.004
C13 4.204 1.937 2.010  0.001
C14 4.375 2.440 3.292  0.000
C15 3.554 2.002 4.323  0.000
C16 2.549 1.070 4.077  0.000
C17 2.366 0.563 2.801  0.001
H3 4.973 -0.775 0.927  0.000
H4 4.496 -1.389 -0.660  0.000
H5 2.642 -1.865 1.707  0.000
H6 4.068 -2.862 1.569  0.000
H7 3.420 -3.821 -0.489  0.000
H8 2.230 -2.593 -0.834  0.000
H9 1.811 -4.247 1.679  0.000
H10 1.509 -5.041 0.131  0.000
H11 -1.636 -5.525 -0.394  0.000
H12 -2.190 -6.336 -2.664  0.000
H13 -1.352 -5.131 -4.651  0.000
H14 0.038 -3.101 -4.387  0.000
H15 0.641 -2.304 -2.134  0.000
H16 4.850 2.267 1.202  0.000
H17 5.146 3.176 3.481  0.000
H18 3.697 2.385 5.326  0.000
H19 1.914 0.732 4.887  0.000
H20 1.601 -0.175 2.617  0.000
C18 -4.946 -3.481 -2.258  0.000
C19 -4.626 -2.086 -2.692  0.002
O3 -3.152 -1.845 -2.399  0.007
P1 -2.497 -0.571 -1.911  0.029
S3 -0.693 0.327 -2.092  0.022
S4 -2.574 -0.666 0.188  -0.011
O4 -3.505 0.525 -2.361  0.013
C20 -3.458 1.995 -2.235  0.000
C21 -3.113 2.621 -3.559  0.000
H21 -6.006 -3.657 -2.455  0.000
H22 -4.767 -3.621 -1.192  0.000
H23 -4.370 -4.213 -2.822  0.000
H24 -5.190 -1.329 -2.157  0.000
H25 -4.743 -1.937 -3.761  0.000
H26 -2.764 2.261 -1.440  0.000
H27 -4.459 2.264 -1.910  0.000
H28 -2.113 2.343 -3.896  0.000
H29 -3.156 3.707 -3.460  0.000
H30 -3.831 2.322 -4.321  0.000
C22 2.122 4.602 0.125  -0.001
C23 0.812 4.423 0.924  0.002
C24 -0.285 5.347 0.357  0.002
C25 1.048 4.705 2.421  0.002
C26 0.380 3.045 0.776  0.016
C27 0.004 1.876 0.685  -0.002
H31 2.425 5.648 0.189  0.000
H32 1.983 4.351 -0.927  0.000
H33 2.920 3.984 0.538  0.000
H34 0.017 6.382 0.518  0.000
H35 -1.239 5.183 0.859  0.000
H36 -0.417 5.189 -0.715  0.000
H37 1.387 5.736 2.528  0.000
H38 1.810 4.040 2.832  0.000
H39 0.128 4.584 2.994  0.000

Cartesian forces, eV/Å:
W 0.90 -0.77 1.78
Br 0.08 -0.05 -0.18
C -0.03 0.08 0.05
Br 0.07 -0.02 -0.12
H 0.03 -0.03 0.07
H -0.03 -0.06 0.01
O -0.33 0.15 0.02
S 0.33 0.24 -0.07
C 0.01 -0.20 -0.07
C 0.02 -0.02 -0.01
C 0.07 -0.02 0.01
C 0.18 0.08 0.08
S -0.36 -0.46 0.19
O 0.42 0.44 -0.08
C -0.16 0.21 -0.09
C -0.09 0.05 0.04
C 0.02 -0.06 -0.05
C 0.02 0.02 0.03
C 0.03 0.03 0.06
C 0.04 -0.23 -0.10
C -0.14 0.13 0.02
C 0.03 0.06 -0.07
C 0.02 -0.01 0.03
C -0.03 -0.03 -0.02
C 0.00 0.05 0.04
C 0.19 -0.03 0.08
H 0.01 -0.04 -0.04
H -0.02 0.04 0.00
H -0.01 -0.04 0.02
H 0.02 0.05 0.05
H -0.03 -0.02 -0.03
H 0.03 0.01 0.01
H -0.03 0.02 -0.01
H 0.03 0.00 0.04
H -0.01 0.04 -0.04
H 0.03 0.02 0.01
H -0.01 0.03 0.03
H -0.02 -0.03 0.02
H 0.00 0.09 0.01
H -0.06 0.02 0.04
H 0.00 -0.05 0.01
H -0.02 0.01 -0.04
H 0.01 0.01 -0.02
H -0.08 -0.04 -0.04
C 0.12 -0.09 0.05
C -0.15 0.00 -0.16
O 0.89 -1.01 -0.85
P -3.30 1.75 2.14
S 1.43 -0.39 -1.69
S 0.31 0.36 -0.66
O -0.08 0.10 -0.40
C -0.07 -0.02 -0.03
C 0.01 -0.12 -0.07
H 0.01 0.01 0.01
H -0.04 0.01 -0.02
H -0.01 0.01 0.00
H 0.10 0.06 0.08
H 0.15 0.05 -0.03
H 0.15 -0.06 0.10
H -0.06 -0.05 0.01
H -0.01 0.05 0.03
H 0.01 -0.02 0.00
H 0.00 0.03 0.01
C -0.02 -0.01 -0.01
C 0.05 0.01 -0.18
C -0.06 -0.07 0.00
C -0.05 -0.08 0.05
C -0.07 0.09 0.25
C -0.50 -0.30 -0.33
H -0.01 -0.03 0.02
H 0.00 0.03 0.02
H -0.01 0.02 0.01
H 0.00 -0.03 0.00
H 0.03 0.03 0.02
H 0.02 0.01 0.03
H 0.00 -0.03 -0.02
H -0.01 0.02 -0.02
H 0.02 0.01 -0.02

Record 2
The following is a DFT calculation (the ωB97M-V functional and the def2-TZVPD basis) of a structure of composition C27H39IrN4O3PS3Si in a non-equilibrium geometry.

## Properties
LUMO (spin up / spin down) (eV): -4.741 / -4.685
Charge: +1
E_HOMO (spin up / spin down) (eV): -10.531 / -10.530
Orbital gap (spin up / spin down) (eV): 5.8 / 5.8

Last column: Löwdin charge in e.
Element x y z (Å)
Ir1 -0.557 1.081 -0.246  0.760
C1 -4.518 6.447 2.724  -0.180
Si1 -3.158 5.837 1.537  0.581
C2 -3.581 6.361 -0.245  -0.170
C3 -1.443 6.443 2.104  -0.176
C4 -3.225 3.915 1.605  -0.230
C5 -4.197 3.248 2.341  -0.057
C6 -4.268 1.861 2.370  -0.040
C7 -3.326 1.143 1.655  -0.143
N1 -2.379 1.752 0.960  -0.133
C8 -2.323 3.096 0.921  -0.757
S1 -0.991 3.641 -0.051  0.616
H1 -4.534 7.532 2.742  0.032
H2 -4.357 6.112 3.744  0.032
H3 -5.505 6.119 2.410  0.031
H4 -3.607 7.444 -0.322  0.030
H5 -4.557 5.993 -0.549  0.031
H6 -2.848 5.997 -0.957  0.007
H7 -1.434 7.527 2.160  0.031
H8 -0.661 6.143 1.414  -0.004
H9 -1.183 6.064 3.088  0.032
H10 -4.910 3.825 2.910  0.099
H11 -5.027 1.344 2.939  0.112
H12 -3.311 0.061 1.634  0.093
C9 1.444 1.352 3.425  -0.058
C10 1.464 -0.144 3.683  -0.434
C11 0.135 -0.657 4.219  -0.059
O1 1.872 -0.879 2.520  -0.279
P1 1.309 -0.889 1.036  -0.032
S2 1.868 0.762 -0.012  0.346
S3 -0.710 -1.174 0.958  0.375
O2 2.139 -2.045 0.370  -0.297
C12 2.212 -3.454 0.690  -0.418
C13 2.852 -3.678 2.048  -0.033
C14 0.847 -4.102 0.572  -0.061
H13 1.250 1.881 4.354  0.094
H14 0.670 1.609 2.701  0.047
H15 2.408 1.675 3.039  0.084
H16 2.267 -0.373 4.395  0.154
H17 -0.681 -0.395 3.547  0.028
H18 -0.057 -0.207 5.188  0.091
H19 0.163 -1.737 4.343  0.086
H20 2.873 -3.833 -0.095  0.120
H21 2.186 -3.353 2.843  0.073
H22 3.777 -3.109 2.114  0.092
H23 3.079 -4.734 2.179  0.095
H24 0.202 -3.779 1.386  0.050
H25 0.952 -5.183 0.609  0.096
H26 0.380 -3.840 -0.375  0.073
C15 6.010 -4.736 -1.517  -0.045
C16 4.748 -4.160 -2.070  -0.291
C17 3.664 -4.978 -2.378  -0.042
C18 2.483 -4.462 -2.874  -0.012
C19 2.364 -3.090 -3.085  -0.223
N2 1.198 -2.493 -3.590  0.139
C20 0.077 -3.120 -4.046  -0.499
O3 -0.094 -4.309 -4.131  0.106
N3 -0.927 -2.244 -4.507  0.140
C21 -1.342 -1.034 -4.011  -0.205
C22 -2.325 -0.297 -4.687  0.028
C23 -2.717 0.924 -4.180  -0.022
C24 -2.148 1.393 -3.004  -0.114
N4 -1.255 0.674 -2.328  -0.086
C25 -0.862 -0.503 -2.809  -0.080
C26 3.437 -2.256 -2.768  -0.025
C27 4.611 -2.788 -2.273  -0.038
H27 6.185 -5.735 -1.910  0.082
H28 5.940 -4.819 -0.432  0.082
H29 6.864 -4.104 -1.750  0.081
H30 3.743 -6.044 -2.228  0.119
H31 1.661 -5.119 -3.110  0.104
H32 1.283 -1.500 -3.766  0.142
H33 -1.573 -2.704 -5.138  0.161
H34 -2.767 -0.688 -5.588  0.127
H35 -3.465 1.516 -4.683  0.121
H36 -2.413 2.357 -2.593  0.104
H37 -0.167 -1.064 -2.200  0.091
H38 3.353 -1.190 -2.921  0.111
H39 5.434 -2.129 -2.045  0.117

Cartesian forces, eV/Å:
Ir -1.17 0.69 1.25
C 0.54 -0.25 -0.45
Si -0.17 0.20 0.04
C 0.26 -0.16 0.70
C -0.66 -0.22 -0.29
C 0.09 0.32 0.06
C 0.13 0.08 -0.08
C 0.24 -0.31 -0.08
C -0.56 -0.43 0.42
N 0.92 -0.06 -1.69
C 0.15 -0.01 -0.05
S 0.84 -1.48 -0.85
H 0.04 0.22 -0.04
H 0.08 -0.08 0.17
H -0.14 -0.08 -0.09
H 0.03 0.23 0.02
H -0.18 -0.12 0.05
H 0.17 -0.09 -0.10
H -0.06 0.21 -0.01
H 0.10 -0.06 -0.13
H -0.05 -0.12 0.16
H -0.15 0.03 0.06
H 0.02 -0.02 -0.02
H -0.07 0.00 0.03
C 0.18 -0.29 -0.11
C -0.27 0.48 0.86
C 0.24 0.01 -0.12
O -0.14 -0.27 -1.18
P 0.65 -0.80 0.35
S -1.73 0.08 -0.33
S 0.94 1.51 -1.13
O -0.33 0.90 0.05
C 0.07 -0.85 0.10
C 0.02 0.22 -0.21
C 0.18 0.14 -0.12
H -0.07 0.03 0.10
H -0.06 0.11 0.04
H 0.01 0.12 -0.07
H -0.22 0.03 -0.13
H -0.01 0.00 0.08
H 0.00 0.07 0.15
H -0.04 -0.10 0.01
H -0.12 0.08 0.08
H -0.01 -0.07 0.11
H 0.09 -0.01 0.08
H -0.03 -0.06 -0.03
H -0.10 -0.11 0.08
H 0.03 -0.12 0.06
H -0.07 -0.01 -0.08
C 0.06 -0.05 0.11
C -0.22 0.06 -0.12
C 0.28 0.28 0.10
C -0.28 0.04 -0.10
C 0.47 -0.34 0.32
N -0.28 0.43 -0.13
C 0.08 0.17 -0.06
O 0.00 -0.22 -0.01
N -0.18 -0.25 -0.38
C -0.10 0.70 0.32
C 0.21 0.04 0.29
C 0.25 -0.18 0.14
C -0.23 0.55 0.15
N 0.04 0.37 1.67
C 0.27 -0.58 -0.03
C -0.28 -0.18 -0.13
C -0.07 -0.23 0.02
H 0.09 -0.04 -0.02
H 0.08 -0.02 0.10
H 0.10 -0.03 0.00
H 0.03 -0.16 0.00
H 0.02 0.02 -0.03
H -0.08 -0.20 -0.06
H 0.17 -0.06 0.19
H -0.04 -0.04 -0.17
H -0.02 0.08 -0.01
H 0.00 -0.03 0.10
H -0.05 0.05 0.04
H -0.02 0.16 -0.01
H 0.12 0.08 0.03

Record 3
The following is a DFT calculation (the ωB97M-V functional and the def2-TZVPD basis) of a structure of composition C27H39MnN2O5 in a non-equilibrium geometry.

## Properties
LUMO (spin up / spin down) (eV): 2.381 / 2.378
Charge: -1
E_HOMO (spin up / spin down) (eV): -2.400 / -4.585
Multiplicity: 6
<S²>: 8.76
Orbital gap (spin up / spin down) (eV): 4.8 / 7.0

Last column: Löwdin spin population.
Element x y z (Å)
O1 0.147 -0.028 -6.063  0.000
C1 0.463 1.205 -6.824  0.000
C2 0.507 0.540 -8.171  0.000
H1 1.437 1.606 -6.549  0.000
H2 -0.326 1.949 -6.681  0.000
C3 0.304 -0.740 -7.323  0.000
H3 1.485 0.571 -8.649  0.000
H4 -0.335 0.808 -8.806  0.000
C4 1.580 -1.547 -7.296  0.000
H5 2.402 -0.904 -6.968  0.000
H6 1.785 -1.921 -8.305  0.000
H7 1.482 -2.391 -6.606  0.000
C5 -0.894 -1.541 -7.805  0.000
H8 -1.822 -0.956 -7.795  0.000
H9 -1.018 -2.463 -7.230  0.000
H10 -0.686 -1.822 -8.850  0.000
Mn1 -0.071 -0.403 0.030  4.200
C6 -2.066 -0.057 0.939  0.070
C7 -1.421 1.180 0.612  0.065
C8 -1.177 1.207 -0.801  0.046
H11 -1.244 2.020 1.277  0.005
C9 -1.634 -0.055 -1.336  0.053
C10 -2.180 -0.828 -0.251  0.077
H12 -2.729 -1.767 -0.334  0.007
H13 -2.482 -0.299 1.915  0.006
H14 -0.789 2.060 -1.337  0.007
H15 -1.677 -0.289 -2.401  0.004
C11 1.256 -1.999 0.757  0.081
C12 0.156 -2.459 -0.044  0.039
C13 0.300 -1.871 -1.358  0.039
H16 -0.595 -3.178 0.271  0.005
C14 1.525 -1.107 -1.354  0.082
C15 2.095 -1.182 -0.061  0.088
H17 3.066 -0.782 0.218  0.006
H18 1.489 -2.338 1.767  0.006
H19 -0.338 -2.041 -2.222  0.004
H20 2.032 -0.691 -2.225  0.008
O2 1.712 1.222 -4.378  0.001
C16 0.573 0.792 -3.601  0.002
C17 -0.568 1.731 -3.929  0.001
H21 0.853 0.936 -2.535  0.003
H22 0.343 -0.263 -3.742  0.000
C18 0.194 3.064 -3.990  0.000
H23 -1.371 1.731 -3.200  0.002
H24 -0.962 1.473 -4.913  0.000
C19 1.658 2.676 -4.280  0.000
H25 0.157 3.483 -2.970  0.000
H26 -0.206 3.783 -4.708  0.000
H27 2.265 2.989 -3.412  0.000
H28 2.072 3.133 -5.180  0.000
C20 4.344 3.135 2.614  0.000
C21 3.041 3.115 3.389  0.001
C22 2.307 1.762 3.440  0.002
C23 3.208 0.629 4.027  0.000
C24 4.096 -0.110 3.055  0.000
C25 1.062 1.919 4.330  0.000
O3 0.813 2.844 5.082  0.000
N1 0.228 0.808 4.235  0.002
C26 0.180 -0.058 3.141  0.007
O4 -0.427 -1.129 3.200  0.009
N2 0.772 0.426 1.986  0.057
C27 1.739 1.378 2.051  0.006
O5 2.159 1.883 0.993  0.007
H29 5.141 2.577 3.122  0.000
H30 4.669 4.176 2.519  0.000
H31 4.180 2.731 1.608  0.000
H32 3.219 3.415 4.430  0.000
H33 2.340 3.843 2.956  0.000
H34 3.818 1.102 4.807  0.000
H35 2.553 -0.085 4.544  0.000
H36 4.680 0.563 2.421  0.000
H37 4.800 -0.728 3.620  0.000
H38 3.523 -0.786 2.415  0.000
H39 -0.467 0.647 4.950  0.000

Cartesian forces, eV/Å:
O -0.04 0.61 -2.38
C 0.07 0.47 0.92
C -0.28 -0.53 0.65
H -0.27 -0.02 0.29
H 0.23 0.01 -0.02
C 0.00 -0.39 -1.01
H -0.26 0.16 -0.30
H 0.20 -0.15 -0.27
C -0.07 -0.30 0.11
H -0.05 -0.17 -0.01
H 0.08 -0.05 0.14
H 0.13 0.08 -0.05
C 0.11 -0.21 0.07
H 0.24 -0.10 0.14
H -0.15 0.10 0.04
H -0.11 0.01 0.25
Mn 2.61 2.48 2.96
C -1.02 1.00 -0.40
C -1.83 0.56 -0.66
C -1.58 -0.14 0.47
H 0.13 -0.37 -0.08
C -2.18 1.32 -0.22
C -1.87 1.30 -0.54
H 0.51 0.21 -0.02
H 0.41 -0.16 -0.30
H 0.16 -0.22 0.11
H 0.13 -0.11 0.58
C 0.93 -1.60 -0.96
C 1.60 -1.30 -0.58
C 2.02 -2.11 -0.54
H 0.05 0.41 -0.04
C 0.42 -1.37 -0.42
C 0.26 -1.31 -0.12
H -0.44 0.19 0.01
H -0.35 0.41 -0.29
H 0.24 -0.01 0.37
H -0.38 0.03 0.45
O -0.64 1.07 0.30
C 0.40 0.20 1.28
C 0.41 0.26 -0.91
H -0.31 -0.08 -0.52
H 0.32 0.19 -0.27
C -0.13 0.05 0.65
H 0.06 -0.01 -0.09
H -0.24 0.00 0.34
C 0.21 -0.67 0.81
H -0.04 0.24 -0.50
H -0.03 -0.03 0.10
H 0.03 -0.12 -0.40
H 0.00 -0.21 -0.07
C 0.12 0.09 -0.29
C -0.45 -0.15 0.21
C -0.15 0.63 -0.29
C -0.64 0.38 0.49
C 0.27 -0.27 -0.30
C -0.26 -0.53 0.20
O 0.35 -0.50 -0.29
N -0.11 0.44 0.84
C 0.66 -0.33 -1.63
O 0.30 1.10 0.43
N 0.40 -0.13 1.78
C -0.53 -0.52 -1.36
O -0.04 -0.08 1.19
H -0.13 0.11 -0.10
H 0.12 -0.11 0.00
H 0.18 0.11 0.27
H -0.09 0.06 -0.15
H 0.22 -0.11 0.12
H -0.05 -0.04 -0.05
H 0.23 0.03 -0.12
H -0.16 -0.15 0.05
H 0.01 -0.01 -0.04
H -0.01 0.17 -0.01
H 0.08 0.18 -0.01

no.,E_tot (eV)
1,-231336.5448
2,-93245.3028
3,-73168.2054